Entry 1:
The following is a quantum chemistry calculation of 2 unconnected molecules or ions with the total composition C3H6OS in a non-equilibrium geometry, from OMol25.

The geometry in XYZ format:
```
11
Properties=species:S:1:pos:R:3:forces:R:3
C 0.38194 0.11983 0.16686 -1.605 0.638 0.388
C -0.32632 -0.19323 -0.88232 -1.705 -2.116 -1.464
C 1.91922 0.21248 0.17239 -2.593 -1.246 0.323
O -2.38258 -0.36517 -0.75818 3.728 -0.439 -1.531
S -3.12970 0.42533 0.36002 -0.312 1.628 -0.504
H -0.28430 0.43191 1.03315 1.064 -0.098 -0.655
H -0.09177 -0.79980 -1.84063 -0.839 1.499 1.660
H 2.16504 1.01659 -0.45229 0.888 1.604 -0.001
H 2.23564 0.10682 1.18457 0.685 0.825 0.586
H 2.27816 -0.64191 -0.32661 0.514 -1.236 -0.700
H -2.76534 -0.31285 1.34304 0.174 -1.059 1.899
```
Positions in Å, forces in eV/Å.

Output
gap between HOMO and LUMO (alpha / beta)	7.947 / 7.939	eV
relative energy (zero: lowest compared OMol25 entry of this formula, charge and spin)	452.5	kJ/mol

Results of the Löwdin charge analysis, in e, for atoms 1 through 6:
1 C -0.21
2 C 0.07
3 C -0.06
4 O -0.74
5 S 0.70
6 H 0.11

***

Entry 2:
The following is a quantum chemistry calculation of a single C3F3N molecule in a non-equilibrium geometry, from OMol25.

The geometry in XYZ format:
```
7
Properties=species:S:1:pos:R:3:forces:R:3
C 1.91407 0.85135 -0.19759 -1.891 -1.198 0.640
C 0.52647 0.03110 0.07637 -2.533 -1.007 -0.916
C -2.03674 -0.01190 0.40690 3.521 0.379 0.850
N -0.80901 0.15343 0.03244 0.528 1.399 0.057
F 2.76827 -0.15066 -0.15156 -0.423 1.053 -0.094
F 0.75649 -1.29209 -0.01482 0.768 -0.705 0.354
F -3.02421 -0.11927 -0.41414 0.031 0.079 -0.892
```
Positions in Å, forces in eV/Å.

Output
gap between HOMO and LUMO (alpha / beta)	7.640 / 6.952	eV
relative energy (zero: lowest compared OMol25 entry of this formula, charge and spin)	501.8	kJ/mol

Results of the Löwdin charge analysis, in e, for atoms 1 through 6:
1 C 0.12
2 C -0.26
3 C -0.11
4 N 0.14
5 F 0.00
6 F 0.02

***

Entry 3:
The following is a quantum chemistry calculation of 2 unconnected molecules or ions with the total composition C2H6OSSi in a non-equilibrium geometry, from OMol25.

The geometry in XYZ format:
```
11
Properties=species:S:1:pos:R:3:forces:R:3
C -1.21211 -0.59241 -1.73071 -0.384 0.233 -3.228
C -1.49061 -0.72516 -0.47201 -0.068 0.467 -0.141
O 0.92528 0.25288 2.00620 0.412 -0.140 0.117
Si 1.53381 1.19081 0.84792 1.199 -0.088 0.696
S 1.84965 -0.22389 3.44487 -0.692 0.430 -1.110
H -1.33444 0.36379 -2.21489 0.435 0.510 0.075
H -1.09966 -1.37805 -2.52715 0.112 0.347 1.463
H -1.73996 0.06853 0.17710 -0.107 0.935 0.485
H -1.58518 -1.66749 -0.09746 0.017 -2.486 1.375
H 2.96324 1.53124 1.16624 -0.575 0.048 -0.231
H 1.18998 1.17975 -0.60011 -0.348 -0.256 0.500
```
Positions in Å, forces in eV/Å.

Output
gap between HOMO and LUMO (alpha / beta)	6.970 / 5.322	eV
relative energy (zero: lowest compared OMol25 entry of this formula, charge and spin)	438.3	kJ/mol

Results of the Löwdin charge analysis, in e, for atoms 1 through 6:
1 C -0.09
2 C -0.09
3 O -0.93
4 Si 0.66
5 S 0.39
6 H 0.04